(1)
ORCA calculation (the ωB97M-V functional and the def2-TZVPD basis) on a cluster of 11 separate species, C50H69F5N4O6 in total.

Positions of all 134 atoms, in Å:
H: -5.528 -0.059 -0.262
H: -5.759 -3.292 2.464
N: -0.579 0.535 4.466
O: -1.232 -0.495 -5.765
H: -0.462 2.171 -2.726
H: -2.383 -0.371 5.122
H: -4.281 -5.190 -3.175
C: 2.269 -2.901 -3.241
H: 1.733 3.873 3.035
C: -5.389 -2.524 -4.710
C: 4.424 5.033 -1.832
O: 1.597 1.369 4.540
H: -0.148 1.665 0.942
H: -7.216 -2.648 1.560
H: -0.245 3.320 2.723
H: -3.487 -1.366 -4.448
H: 0.121 -5.359 -4.157
H: 4.062 5.938 -1.359
H: -6.257 0.453 1.249
N: -5.514 -1.441 1.378
H: 4.306 1.630 -1.823
H: -7.112 -0.714 0.246
C: 5.929 4.031 -3.422
H: 4.279 4.565 4.229
C: -1.585 4.531 4.159
H: -0.008 2.040 5.640
C: 0.087 -3.539 0.719
C: -0.582 -0.796 -1.991
H: 6.028 1.977 -3.574
C: 4.670 -1.653 0.870
H: -5.069 -2.605 -5.760
H: -1.822 1.112 6.018
H: 6.724 4.193 -4.176
C: -1.594 0.752 -0.338
C: -2.238 -4.151 0.373
H: -2.142 3.913 4.917
C: -1.084 -4.477 2.443
C: -4.263 -1.891 -3.901
C: 5.258 -2.913 0.799
C: -1.252 3.722 2.875
H: 4.845 -0.945 0.040
C: 1.351 -3.642 -4.024
H: -3.081 -2.775 -2.226
C: -1.482 0.544 -5.135
H: 5.771 -3.157 -0.058
H: 1.779 0.738 -0.151
H: 0.712 -0.292 3.030
C: -0.269 -0.523 3.428
C: 3.937 -2.038 3.136
H: -3.419 5.607 3.535
C: 0.088 -4.005 2.007
C: -1.062 -3.570 -0.123
C: -6.146 -2.795 1.528
H: 2.348 -4.837 -0.412
H: -0.589 4.803 4.589
C: 0.433 1.342 4.895
H: -6.351 -2.019 -4.497
H: 4.545 5.883 3.218
F: 2.848 -1.745 -3.704
C: 5.186 -3.752 1.904
H: 0.761 -6.267 -2.031
O: -5.525 -3.928 -4.271
C: 3.945 -1.228 2.016
C: -0.800 2.492 -3.781
H: -5.879 -3.403 0.574
C: 2.295 4.581 2.420
C: 1.250 -5.287 -2.253
H: 1.414 1.191 -4.163
H: -5.258 -4.009 -2.159
H: -2.435 4.486 1.234
H: 3.332 3.666 -0.646
H: -4.709 -1.283 -3.106
C: 4.597 4.766 3.248
H: -0.333 -1.453 3.968
C: -2.322 5.786 3.621
C: 5.355 5.152 -2.829
C: -1.487 4.774 1.736
F: -1.188 -4.767 3.738
C: 0.837 -4.840 -3.495
C: 2.586 -3.336 -1.913
O: 3.189 2.318 1.224
H: 1.138 -3.286 -4.979
C: -4.618 -4.124 -3.076
H: -3.137 -5.094 2.128
H: -1.864 2.718 -3.831
C: 0.827 0.474 -0.483
H: -3.039 -4.328 -0.360
C: 0.856 1.205 -5.087
H: -2.487 1.182 0.073
C: -6.107 -0.410 0.588
H: -2.597 1.112 4.442
C: -4.298 -1.200 1.902
H: -0.616 5.013 1.090
C: 4.518 -3.234 2.994
O: -1.669 6.032 2.393
C: 5.512 2.809 -3.095
H: 5.026 2.675 2.068
H: -0.758 -1.532 -2.735
C: 0.677 -0.505 -1.553
C: 4.545 2.649 -2.095
H: 1.052 0.175 -5.505
H: -2.759 -3.490 -3.900
H: -0.910 -3.243 -1.146
F: 5.707 6.449 -3.202
H: -2.090 6.592 4.236
C: -2.292 -4.565 1.698
C: -1.657 -0.169 -1.342
C: -3.527 -3.098 -3.215
H: 1.217 1.960 -5.715
O: -3.638 -0.208 1.635
H: -0.293 3.406 -4.089
C: 4.011 3.708 -1.475
H: 5.589 4.343 3.086
C: -0.335 0.986 0.142
H: 3.273 -2.668 -1.358
F: 4.433 -3.998 4.039
H: 3.431 -0.266 2.014
C: -1.865 0.595 5.015
C: 2.082 -4.535 -1.418
H: -1.068 -0.489 2.608
H: 5.670 -4.780 1.907
C: 4.000 3.019 1.800
H: -2.524 0.844 -4.823
H: -3.988 -1.996 2.565
H: 1.047 -3.127 0.418
H: 1.874 4.781 1.482
H: 0.969 -4.037 2.648
N: -0.544 1.471 -4.783
H: 1.468 -0.855 -2.208
N: 3.696 4.210 2.285
H: 2.269 5.550 2.952
H: 3.357 -1.837 4.017
F: -2.933 -0.463 -1.742
H: -1.957 2.907 2.770

E_LUMO in eV: 0.4
Charge: 0
Electronic energy in eV: -84798.3187



(2)
ORCA calculation (the ωB97M-V functional and the def2-TZVPD basis) on a cluster of 2 separate species, CH3Br2P in total.

Positions of all 7 atoms, in Å:
H: -2.253 -0.063 0.799
H: 0.625 -0.260 -1.692
C: 0.789 -0.045 -0.688
Br: 1.523 1.552 -0.109
Br: -2.613 0.970 -0.026
H: 1.322 -0.750 1.343
P: 0.607 -1.405 0.373

E_LUMO in eV: -0.6
Charge: 0
Electronic energy in eV: -150457.5459
Relative energy (zero: lowest compared OMol25 entry of this formula, charge and spin) in eV: 3.177



(3)
ORCA calculation (the ωB97M-V functional and the def2-TZVPD basis) on a cluster of 2 separate species, C20H16NO3S in total.

Positions of all 41 atoms, in Å:
H: -1.955 4.022 -0.047
C: 3.605 -3.147 0.392
H: -6.561 -0.275 0.236
O: 0.077 -1.996 0.271
C: 2.950 -1.963 0.692
C: -0.108 2.986 -0.415
H: -4.191 0.565 0.225
C: 4.366 -2.206 -1.712
C: -4.895 -3.258 0.239
H: 3.556 -3.978 1.099
C: -0.936 -1.401 0.246
C: 2.139 0.253 0.020
C: 1.253 2.911 -0.125
C: -0.892 3.972 0.189
C: 1.851 3.841 0.734
H: 4.922 -2.295 -2.646
C: 1.063 4.826 1.339
H: -7.003 -2.740 0.248
C: 2.932 -0.874 -0.237
C: -4.422 -0.503 0.230
C: -5.976 -2.365 0.242
H: 1.525 5.549 2.015
H: 3.785 -0.182 -2.129
N: -2.025 -0.846 0.213
S: 2.241 1.656 -0.972
O: 3.569 2.231 -0.955
C: -5.732 -0.983 0.236
H: -0.544 2.285 -1.123
O: 1.580 1.457 -2.246
C: -0.309 4.892 1.067
H: 4.805 -4.217 -1.058
C: -3.344 -1.396 0.228
H: -5.080 -4.332 0.243
H: -0.923 5.669 1.527
C: 4.305 -3.282 -0.815
H: 2.923 3.803 0.922
C: -3.580 -2.776 0.232
H: -2.726 -3.457 0.228
H: 2.417 -1.826 1.636
H: 1.619 0.394 0.961
C: 3.714 -1.017 -1.430

E_LUMO in eV: 2.6
Charge: -1
Electronic energy in eV: -39467.2577



What are the HOMO energy values for these records? In order: -8.8306 -9.1664 -2.5386 eV.
What are the maximum force values for these records? In order: 3.7 4.1 2.1 eV/A.
What are the frontier orbital gap values for these records? In order: 9.261 8.606 5.107 eV.